DFT (wB97M-V/def2-TZVPD) results for a single C15H22N2O4 molecule.

Properties
Energy relative to the best compared isomer or geometry (same formula, charge and spin) = 594.7 kJ/mol
SMILES = CC(C)C[C@H](N)C(=O)N[C@@H](Cc1ccc(O)cc1)C(=O)O
Net charge = 0
Gap between HOMO and LUMO = 9.115 eV
F_max = 0.1232 Eh/bohr

Atoms and positions in Å:
C -1.70 -1.26 1.51
C -0.21 -1.34 1.86
C -1.80 0.09 1.31
C -3.00 0.72 0.59
C -4.35 -0.06 0.88
C -3.14 2.20 0.82
C 0.61 -1.64 -0.52
C 1.90 -2.55 -0.73
C 0.56 -0.44 -1.41
C 1.87 0.34 -1.57
C 2.75 0.59 -2.65
C 2.10 1.07 -0.42
C 3.86 1.41 -2.44
C 3.09 2.02 -0.21
C 4.03 2.19 -1.23
H -1.82 -1.70 3.41
H -2.75 -2.72 2.23
H -2.04 -1.84 0.64
H -0.94 0.61 1.00
H -1.84 0.36 2.29
H -2.65 0.46 -0.52
H -5.02 0.62 0.20
H -4.25 -1.10 0.44
H -4.69 0.04 1.95
H -4.04 2.85 0.26
H -2.28 2.69 0.52
H -3.15 2.44 2.00
H 1.64 -1.34 1.36
H -0.17 -2.37 -0.96
H 0.58 -0.79 -2.39
H -0.35 0.22 -1.21
H 2.65 -0.06 -3.48
H 1.44 1.10 0.47
H 4.42 1.52 -3.34
H 3.16 2.97 0.33
H 5.22 3.68 -2.16
H 2.57 -3.89 -2.04
N -2.48 -1.74 2.58
N 0.66 -1.32 0.87
O 0.16 -1.21 2.98
O 2.77 -2.82 -0.02
O 4.85 3.27 -1.22
O 1.78 -3.26 -1.96



DFT (wB97M-V/def2-TZVPD) results for a molecular structure, C15H22N2OPdS3SbSe.

Properties
Multiplicity = 4
Energy relative to the best compared isomer or geometry (same formula, charge and spin) = 0.0 kJ/mol
Expectation value of S² = 3.772
Net charge = -2
Gap between HOMO and LUMO (spin up / spin down) = 4.808 / 4.702 eV
F_max = 0.0236 Eh/bohr

Atoms and positions in Å:
Pd 0.76 -1.83 -3.17
S 2.69 2.62 -3.30
Sb 1.85 0.84 -4.66
S 2.99 -1.19 -3.90
S -0.36 0.29 -3.69
O -0.04 -3.37 -4.04
C -2.25 -3.07 1.98
C -2.60 -1.59 2.02
C -3.28 -1.09 0.74
C -2.39 -1.12 -0.50
N -1.23 -0.26 -0.37
C 0.06 -0.66 -0.39
Se 0.69 -2.41 -0.52
N 0.83 0.45 -0.39
C 2.29 0.48 -0.47
C 2.91 1.07 0.79
C 2.65 0.29 2.07
C 3.30 -1.09 2.09
C 0.03 1.57 -0.42
C 0.34 2.92 -0.55
C -0.73 3.80 -0.60
C -2.05 3.36 -0.56
C -2.36 2.01 -0.46
C -1.29 1.13 -0.39
H -1.79 -3.40 2.91
H -1.54 -3.29 1.18
H -3.14 -3.68 1.81
H -1.70 -1.00 2.20
H -3.27 -1.40 2.86
H -3.64 -0.08 0.90
H -4.16 -1.71 0.53
H -2.94 -0.80 -1.39
H -2.00 -2.12 -0.71
H 2.55 1.06 -1.37
H 2.62 -0.54 -0.66
H 2.56 2.10 0.92
H 3.99 1.14 0.62
H 1.57 0.19 2.22
H 3.02 0.87 2.92
H 2.92 -1.72 1.29
H 3.11 -1.61 3.03
H 4.38 -1.00 1.96
H 1.36 3.25 -0.67
H -0.53 4.86 -0.73
H -2.85 4.08 -0.64
H -3.38 1.66 -0.49



DFT (wB97M-V/def2-TZVPD) results for a molecular structure, C15H22N3O2RuS.

Properties
Multiplicity = 5
Energy relative to the best compared isomer or geometry (same formula, charge and spin) = 0.0 kJ/mol
Expectation value of S² = 6.017
Net charge = +1
Gap between HOMO and LUMO (spin up / spin down) = 7.561 / 6.985 eV
F_max = 0.0209 Eh/bohr

Atoms and positions in Å:
Ru -0.16 0.21 0.43
C 4.91 -1.41 3.67
C 4.87 -0.05 2.97
N 4.14 -0.10 1.69
C 4.93 -0.12 0.46
C 5.43 -1.52 0.10
C 2.81 -0.16 1.70
S 2.03 -0.46 0.14
N 2.21 -0.07 2.88
C 0.92 -0.16 3.17
O -0.03 -0.40 2.35
C 0.55 0.01 4.59
C 1.53 0.10 5.58
C 1.16 0.22 6.91
C -0.19 0.25 7.25
C -1.17 0.17 6.27
C -0.80 0.04 4.94
H 5.50 -1.35 4.58
H 5.37 -2.17 3.02
H 3.91 -1.74 3.92
H 5.87 0.30 2.75
H 4.38 0.67 3.61
H 5.77 0.55 0.61
H 4.33 0.29 -0.35
H 6.14 -1.89 0.83
H 5.93 -1.49 -0.87
H 4.59 -2.21 0.04
H 2.57 0.07 5.30
H 1.91 0.27 7.68
H -0.48 0.35 8.29
H -2.21 0.19 6.55
H -1.55 -0.03 4.17
C -1.33 -0.08 -1.10
H -1.92 0.60 -1.72
H -1.41 -1.10 -1.48
C 0.93 4.67 0.12
C 0.03 3.48 0.30
N -1.25 3.61 -0.07
O 0.48 2.42 0.75
H 0.38 5.61 0.14
H 1.42 4.57 -0.85
H 1.70 4.66 0.88
H -1.63 4.46 -0.43
H -1.85 2.81 0.02



DFT (wB97M-V/def2-TZVPD) results for a molecular structure, C15H22N5O2S2Tl.

Properties
Energy relative to the best compared isomer or geometry (same formula, charge and spin) = 0.0 kJ/mol
Net charge = 0
Gap between HOMO and LUMO = 6.941 eV
F_max = 0.0533 Eh/bohr

Atoms and positions in Å:
Tl 1.55 0.10 4.30
N 2.70 1.63 -5.46
C 1.96 1.73 -4.33
C 0.87 2.58 -4.23
C 0.01 2.47 -3.16
C 0.21 1.56 -2.14
C 1.40 0.89 -2.08
C 2.28 1.02 -3.19
S -1.11 1.37 -0.91
O -1.55 -0.05 -1.06
O -2.12 2.34 -1.27
N -0.46 1.59 0.52
C -0.14 2.86 0.83
S -1.04 4.30 0.43
C 0.05 5.28 1.34
C 0.93 4.42 1.90
N 0.90 3.07 1.62
H 2.70 2.38 -6.12
H 3.62 1.23 -5.37
H 0.60 3.24 -5.04
H -0.92 3.04 -3.21
H 1.64 0.22 -1.27
H 3.17 0.38 -3.19
H -0.04 6.36 1.49
H 1.71 4.82 2.56
H 2.89 -1.34 3.93
C -2.05 -3.63 0.71
C -1.31 -4.27 1.94
N -0.52 -3.37 2.71
C -1.32 -2.20 3.03
C -1.84 -1.44 1.82
N -1.49 -2.24 0.60
C 0.01 -2.24 0.60
C 0.50 -2.96 1.85
H -3.12 -3.59 0.91
H -1.88 -4.18 -0.19
H -0.67 -5.09 1.59
H -2.04 -4.76 2.61
H -0.73 -1.49 3.59
H -2.16 -2.52 3.65
H -1.37 -0.44 1.73
H -2.92 -1.24 1.88
H -1.86 -1.68 -0.19
H 0.29 -1.18 0.59
H 0.40 -2.74 -0.29
H 1.23 -2.35 2.37
H 1.06 -3.89 1.58



DFT (wB97M-V/def2-TZVPD) results for a molecular structure, C15H22O4S.

Properties
Energy relative to the best compared isomer or geometry (same formula, charge and spin) = 1465.2 kJ/mol
Net charge = 0
Gap between HOMO and LUMO = 8.188 eV
F_max = 0.3135 Eh/bohr

Atoms and positions in Å:
C -2.79 -3.50 0.87
C -3.73 -3.32 -0.31
C -3.54 -1.93 -1.13
C -3.81 -0.80 -0.29
H -4.11 -0.08 -1.01
H -4.67 -0.99 0.57
S -2.38 -0.47 0.80
O -2.67 0.75 1.44
C -1.54 0.57 -0.89
C -0.24 1.24 -0.28
C -0.14 2.82 -1.01
O -1.35 3.49 -1.18
C -1.63 3.74 0.06
H -2.05 3.23 0.86
H -2.44 4.63 -0.18
H -0.89 4.38 0.81
H 0.22 2.25 -2.02
H 0.71 3.12 -0.47
H -0.29 1.61 0.73
O 0.84 0.50 -0.33
C 1.90 0.74 0.21
O 1.88 1.76 1.22
C 3.06 -0.10 0.13
C 4.18 0.03 0.95
C 5.31 -0.72 0.35
C 5.28 -1.92 -0.31
C 4.03 -2.31 -1.01
C 2.99 -1.11 -0.86
H 1.96 -1.45 -1.26
H 3.97 -2.99 -1.63
H 6.04 -2.50 -0.49
H 6.20 -0.76 1.02
H 4.34 0.85 1.49
H -1.22 -0.31 -1.57
H -2.24 1.20 -1.19
H -2.68 -1.82 -1.54
H -4.42 -2.00 -2.08
H -4.88 -3.31 0.40
H -3.84 -4.11 -0.99
H -3.08 -4.35 1.34
H -2.87 -2.82 1.72
H -1.98 -3.36 0.62



DFT (wB97M-V/def2-TZVPD) results for a single C15H22O5 molecule.

Properties
Energy relative to the best compared isomer or geometry (same formula, charge and spin) = 343.3 kJ/mol
SMILES = COC(C[C@@H]1O[C@H]1[C@H](O)COCc1ccccc1)OC
Net charge = 0
Gap between HOMO and LUMO = 10.065 eV
F_max = 0.0289 Eh/bohr

Atoms and positions in Å:
C 3.22 3.31 -2.45
H 4.13 2.74 -2.67
H 3.49 4.33 -2.18
O 2.55 2.78 -1.32
C 2.45 1.38 -1.29
O 3.70 0.75 -1.25
C 4.42 0.97 -0.05
H 4.57 2.04 0.12
H 5.38 0.48 -0.18
H 3.88 0.54 0.80
C 1.69 0.79 -2.49
C 1.34 -0.65 -2.21
C 0.11 -1.02 -1.50
C 0.02 -2.29 -0.67
C -1.46 -2.58 -0.37
O -2.07 -1.56 0.38
C -1.85 -1.63 1.78
C -2.40 -0.38 2.41
C -1.86 0.85 2.07
C -2.37 2.02 2.62
C -3.41 1.95 3.53
C -3.95 0.73 3.87
C -3.45 -0.43 3.31
H -3.88 -1.39 3.58
H -4.77 0.68 4.58
H -3.80 2.86 3.97
H -1.94 2.97 2.35
H -1.05 0.90 1.36
H -2.34 -2.52 2.19
H -0.77 -1.70 1.99
H -1.54 -3.55 0.14
H -2.01 -2.64 -1.31
O 0.62 -3.37 -1.34
H 0.42 -3.27 -2.28
H 0.58 -2.16 0.27
H -0.58 -0.24 -1.19
O 0.23 -1.20 -2.88
H 2.19 -1.32 -2.13
H 0.78 1.37 -2.65
H 2.32 0.84 -3.37
H 1.89 1.18 -0.36
H 2.57 3.33 -3.33



DFT (wB97M-V/def2-TZVPD) results for a molecular structure, C15H23BMgN6Si.

Properties
Energy relative to the best compared isomer or geometry (same formula, charge and spin) = 0.0 kJ/mol
Net charge = 0
Gap between HOMO and LUMO = 9.180 eV
F_max = 0.1082 Eh/bohr

Atoms and positions in Å:
H -0.24 2.81 0.46
N 0.07 1.60 -1.24
B 0.68 0.65 -3.49
N 0.59 1.85 -2.50
C 0.89 3.15 -2.62
Mg -0.69 -0.53 -0.74
H 1.30 3.52 -3.55
C 0.59 3.78 -1.41
H 0.71 4.82 -1.17
C 0.09 2.76 -0.57
H 1.09 1.00 -4.56
C -1.50 -2.33 -0.18
H -2.00 -2.90 0.61
H -0.60 -2.88 -0.48
H -2.23 -2.24 -1.00
N -0.76 0.08 -3.57
N 1.57 -0.44 -2.84
N -1.45 -0.35 -2.43
N 1.19 -1.04 -1.64
C -1.55 -0.04 -4.65
C 2.74 -0.95 -3.26
H -1.18 0.24 -5.62
H 3.16 -0.61 -4.19
C -2.78 -0.56 -4.24
C 3.17 -1.88 -2.32
C -2.69 -0.72 -2.85
C 2.18 -1.89 -1.31
H -3.62 -0.79 -4.86
H 4.07 -2.47 -2.35
H -3.44 -1.09 -2.16
H 2.16 -2.47 -0.40
H -1.26 -1.27 0.50
C 1.54 -0.79 4.99
Si -0.01 0.11 4.46
C -1.50 -0.79 5.18
C 0.02 1.87 5.09
C -0.18 0.07 2.62
C -0.37 -0.09 1.40
H 1.62 -0.85 6.09
H 2.44 -0.29 4.61
H 1.55 -1.82 4.59
H -1.51 -0.76 6.28
H -2.43 -0.33 4.82
H -1.51 -1.84 4.87
H 0.92 2.39 4.75
H -0.85 2.42 4.72
H 0.00 1.90 6.19



DFT (wB97M-V/def2-TZVPD) results for a single C15H23BrN2O2 molecule.

Properties
Energy relative to the best compared isomer or geometry (same formula, charge and spin) = 10.0 kJ/mol
SMILES = CCOc1ccc(Br)cc1CNCCN1CCOCC1
Net charge = 0
Gap between HOMO and LUMO = 9.045 eV
F_max = 0.0101 Eh/bohr

Atoms and positions in Å:
C -1.78 -4.32 -0.82
C -0.53 -3.48 -0.64
O -0.82 -2.47 0.30
C 0.15 -1.59 0.67
C 1.42 -1.56 0.11
C 2.36 -0.63 0.53
C 2.02 0.27 1.52
C 0.76 0.25 2.09
C -0.18 -0.67 1.68
C -1.57 -0.64 2.28
N -2.43 0.43 1.80
H -2.03 1.33 2.03
C -2.79 0.37 0.40
C -1.82 1.08 -0.55
N -2.22 0.91 -1.94
C -1.81 -0.37 -2.47
C -2.39 -0.53 -3.88
O -1.94 0.50 -4.73
C -2.29 1.76 -4.21
C -1.72 1.96 -2.81
H -2.04 2.93 -2.42
H -0.61 1.95 -2.86
H -1.89 2.50 -4.90
H -3.38 1.85 -4.16
H -2.06 -1.47 -4.33
H -3.48 -0.51 -3.82
H -2.20 -1.17 -1.84
H -0.71 -0.46 -2.52
H -1.83 2.15 -0.32
H -0.79 0.72 -0.38
H -2.90 -0.68 0.13
H -3.77 0.85 0.29
H -2.07 -1.59 2.07
H -1.49 -0.53 3.37
H 0.51 0.96 2.87
Br 3.30 1.56 2.10
H 3.34 -0.61 0.08
H 1.71 -2.26 -0.66
H -0.24 -3.02 -1.60
H 0.30 -4.10 -0.28
H -2.60 -3.71 -1.19
H -1.59 -5.12 -1.53
H -2.07 -4.75 0.13



DFT (wB97M-V/def2-TZVPD) results for 2 unconnected molecules or ions with the total composition C15H23BrN4O3P.

Properties
Energy relative to the best compared isomer or geometry (same formula, charge and spin) = 0.0 kJ/mol
Net charge = +1
Gap between HOMO and LUMO = 7.158 eV
F_max = 0.0144 Eh/bohr

Atoms and positions in Å:
O 2.66 0.14 1.56
C 3.69 0.70 1.30
O 4.64 0.20 0.49
C 4.76 -1.23 0.43
C 5.03 -1.70 -1.00
C 4.35 -0.83 -2.07
C 2.83 -1.08 -2.09
C 2.02 0.02 -1.51
N 2.45 1.29 -1.27
N 1.45 1.97 -0.84
N 0.40 1.20 -0.79
P -1.15 1.85 -0.17
O -1.26 1.68 1.27
N 0.74 -0.03 -1.20
C -0.20 -1.17 -1.17
C -0.16 -1.92 0.17
C 0.87 -3.04 0.33
Br 0.97 -4.23 -1.18
H 3.98 1.67 1.69
H 3.84 -1.69 0.79
H 5.57 -1.51 1.11
H 4.60 -2.70 -1.07
H 6.09 -1.81 -1.22
H 4.78 -1.07 -3.04
H 4.53 0.23 -1.89
H 2.46 -1.22 -3.12
H 2.60 -2.02 -1.58
H -1.00 3.14 -0.69
H -2.04 1.16 -1.00
H -1.20 -0.77 -1.32
H 0.03 -1.79 -2.04
H -1.16 -2.30 0.37
H 0.06 -1.18 0.95
H 0.59 -3.65 1.18
H 1.87 -2.65 0.54
C -5.07 2.63 0.50
C -6.39 2.26 0.26
C -7.12 1.65 1.27
C -6.54 1.42 2.51
C -5.23 1.79 2.74
C -4.49 2.40 1.74
H -4.51 3.12 -0.29
H -6.84 2.45 -0.70
H -8.15 1.36 1.09
H -7.12 0.95 3.29
H -4.78 1.61 3.71
H -3.47 2.69 1.93



DFT (wB97M-V/def2-TZVPD) results for a molecular structure, C15H23Cl15N2O6.

Properties
Energy relative to the best compared isomer or geometry (same formula, charge and spin) = 2435.2 kJ/mol
Net charge = 0
Gap between HOMO and LUMO = 8.770 eV
F_max = 0.2293 Eh/bohr

Atoms and positions in Å:
C -15.99 -4.83 -23.31
C -14.74 -5.53 -23.17
N -13.71 -6.01 -23.07
H -16.75 -5.45 -22.83
H -16.32 -4.77 -24.35
H -16.00 -3.89 -22.75
C -15.60 -2.61 -18.94
C -15.53 -2.91 -20.38
N -15.48 -3.15 -21.51
H -14.88 -3.27 -18.45
H -16.58 -2.97 -18.64
H -15.43 -1.55 -18.71
C -16.46 -5.81 -16.81
O -16.28 -5.23 -18.08
C -17.29 -4.97 -18.85
O -18.51 -5.07 -18.59
O -16.76 -4.75 -20.15
C -17.66 -4.46 -21.24
H -15.49 -6.13 -16.45
H -17.11 -6.68 -16.82
H -16.82 -5.00 -16.17
H -18.45 -5.20 -21.30
H -17.17 -4.61 -22.21
H -17.93 -3.41 -21.37
C -17.78 -4.23 -28.86
O -17.99 -4.35 -27.41
C -18.68 -3.39 -26.75
O -19.13 -2.37 -27.28
O -19.07 -3.85 -25.58
C -18.54 -5.01 -24.88
H -17.93 -3.18 -29.13
H -18.59 -4.79 -29.33
H -16.75 -4.43 -29.16
H -19.30 -5.31 -24.16
H -17.67 -4.87 -24.25
H -18.37 -5.91 -25.48
C -13.03 -7.60 -24.71
Cl -13.73 -9.22 -24.95
Cl -12.23 -6.92 -26.18
Cl -12.08 -7.56 -23.26
H -13.87 -6.96 -24.46
C -14.13 -1.90 -22.85
Cl -15.50 -0.78 -22.88
Cl -12.64 -1.09 -23.48
Cl -14.65 -3.29 -23.82
H -14.07 -2.15 -21.79
C -17.01 -8.10 -22.42
Cl -18.56 -8.91 -22.79
Cl -17.07 -6.44 -21.71
Cl -15.99 -8.13 -23.85
H -16.54 -8.74 -21.67
C -12.29 -4.04 -24.04
Cl -10.99 -5.24 -24.31
Cl -12.22 -2.73 -25.26
Cl -12.11 -3.37 -22.42
H -13.27 -4.52 -24.08
C -15.01 -5.35 -26.46
Cl -15.71 -5.59 -28.11
Cl -15.39 -6.77 -25.45
Cl -15.82 -3.90 -25.75
H -13.93 -5.16 -26.45



> Among the records above, which one has the lowest F_max?

C15H23BrN2O2



> The lowest net charge belongs to which entry?

C15H22N2OPdS3SbSe